# 1
Below is C4H10N2S in the gas phase, with properties calculated with the ωB97M-V functional and the def2-TZVPD basis.

```
17
Properties=species:S:1:pos:R:3:forces:R:3
C -1.482 -1.040 -0.596 1.762 1.881 1.400
C -0.030 -1.049 -0.001 -0.409 1.146 0.833
C 1.644 0.775 1.345 -0.661 -1.952 -3.907
C 2.674 0.494 0.259 1.534 -0.182 -0.211
N -1.683 0.328 -1.069 -1.981 -0.024 0.328
N -2.966 0.768 -0.725 2.023 1.305 -2.938
S 0.019 0.622 0.793 0.145 -0.467 0.752
H -1.436 -1.590 -1.450 -0.241 -2.047 -2.492
H -2.259 -1.431 0.065 0.221 0.142 0.261
H 0.137 -1.775 0.749 -0.509 -0.830 1.273
H 0.894 -1.228 -0.554 -0.898 0.372 -1.210
H 1.816 1.537 1.990 0.449 2.139 2.082
H 2.231 -0.160 -0.586 1.131 1.320 1.429
H 3.483 -0.084 0.809 -0.528 0.461 -1.110
H 3.225 1.432 -0.228 -1.402 -1.765 1.071
H -3.246 0.636 0.196 -0.485 -0.531 2.116
H -3.022 1.765 -0.997 -0.149 -0.969 0.324
```
Positions in Å, forces in eV/Å.

Calculated values
Kohn-Sham gap (spin up / spin down) = 7.58 / 8.35 eV
LUMO level (spin up / spin down) = 0.02131 / 0.01680 Eh
F_max = 4.4 eV/Å
Net charge = 0
Spin multiplicity = 1
Energy relative to the best compared isomer or geometry (same formula, charge and spin) = 468.6 kJ/mol

=====

# 2
Below is a molecular structure, C4H10N3, with properties calculated with the ωB97M-V functional and the def2-TZVPD basis.

```
17
Properties=species:S:1:pos:R:3:forces:R:3
C 1.414 -0.038 0.399 -0.466 0.615 -1.543
C -1.447 0.153 -0.021 6.497 -1.455 1.870
C 2.000 -0.379 -0.940 -1.209 0.026 -0.212
C 0.149 -0.581 0.876 -4.080 -3.185 -2.832
N 2.019 0.854 1.016 1.698 1.585 1.848
N -2.544 -0.390 0.226 -1.265 -4.247 4.018
N -1.316 1.068 -0.913 -1.951 1.535 -0.657
H 2.543 -1.266 -0.826 0.857 -1.653 0.183
H 2.735 0.361 -1.175 0.114 0.571 -0.395
H 1.284 -0.591 -1.748 0.081 0.368 0.237
H -0.051 -1.754 0.693 0.565 2.668 -0.041
H -0.020 -0.460 1.896 -0.504 0.808 1.691
H 1.780 1.128 1.985 -0.535 -0.437 -0.780
H -2.626 -1.193 0.957 0.055 2.131 -1.943
H -3.323 -0.100 -0.261 -2.393 0.393 -1.006
H -0.470 1.526 -1.018 2.042 0.858 -0.246
H -2.127 1.661 -1.145 0.495 -0.582 -0.192
```
Positions in Å, forces in eV/Å.

Calculated values
Kohn-Sham gap = 9.83 eV
LUMO level = -0.13624 Eh
F_max = 6.9 eV/Å
Net charge = +1
Spin multiplicity = 1
Energy relative to the best compared isomer or geometry (same formula, charge and spin) = 252.8 kJ/mol

=====

# 3
Below is a gas-phase ion, C4H10N3 (charge +1), with properties calculated with the ωB97M-V functional and the def2-TZVPD basis.

```
17
Properties=species:S:1:pos:R:3:forces:R:3
C 1.316 0.017 -0.021 -3.742 -4.862 0.930
C 0.299 0.877 -0.765 0.520 -2.000 0.158
C -0.948 -1.160 -0.232 0.799 -0.482 1.771
C -1.158 0.393 -0.314 3.573 -2.065 -0.940
N 0.389 -1.363 0.425 3.471 3.855 -2.308
N 2.548 0.174 0.368 -1.176 1.836 -0.217
N -1.357 0.956 0.981 -0.155 0.170 0.119
H 0.353 1.865 -0.405 0.420 1.565 -0.436
H 0.545 0.636 -1.842 -0.320 0.779 0.882
H -1.493 -1.343 0.656 -1.638 -0.882 0.405
H -1.209 -1.935 -0.980 0.333 1.071 -0.181
H -1.827 0.544 -1.148 -0.663 0.872 0.472
H 2.796 1.245 0.359 0.515 -3.015 0.204
H 3.061 -0.642 0.801 -0.450 1.787 -0.436
H -2.298 1.278 1.107 -0.192 -0.048 0.633
H -0.923 0.445 1.778 -0.925 0.511 -1.063
H 0.872 -2.269 0.262 -0.372 0.907 0.007
```
Positions in Å, forces in eV/Å.

Calculated values
Kohn-Sham gap = 9.14 eV
LUMO level = -0.15507 Eh
F_max = 6.2 eV/Å
Net charge = +1
Spin multiplicity = 1
Energy relative to the best compared isomer or geometry (same formula, charge and spin) = 291.2 kJ/mol
SMILES = N[C@@H]1CNC(=[NH2+])C1

=====

# 4
Below is a gas-phase ion, C4H10N3 (charge +1), with properties calculated with the ωB97M-V functional and the def2-TZVPD basis.

```
17
Properties=species:S:1:pos:R:3:forces:R:3
C -2.809 0.474 -0.019 3.028 -1.256 -1.137
C -1.825 -0.428 0.151 1.455 0.895 -1.940
C 1.714 0.872 0.193 -0.500 -0.063 0.163
C -0.247 -0.152 -0.591 -4.128 1.637 0.808
N 0.355 1.010 0.156 0.657 -1.342 -5.342
N 0.556 -1.278 -0.252 -0.583 -1.180 0.279
N 1.828 -0.780 0.011 3.546 0.146 0.591
H -3.687 0.408 0.503 -2.122 -0.384 1.120
H -2.756 1.211 -0.796 0.309 0.688 0.116
H -2.018 -1.409 0.645 0.663 0.968 -0.030
H 2.281 1.278 -0.644 -0.184 -0.407 -0.476
H 2.144 1.306 1.055 0.548 -0.171 1.309
H -0.336 0.082 -1.700 0.271 -0.504 1.394
H -0.106 1.158 0.944 -2.184 0.850 4.467
H 0.099 -1.744 0.543 1.043 0.216 -0.080
H 2.329 -0.648 -0.877 -0.015 -1.352 0.132
H 2.475 -1.361 0.677 -1.803 1.256 -1.373
```
Positions in Å, forces in eV/Å.

Calculated values
Kohn-Sham gap = 10.49 eV
LUMO level = -0.12785 Eh
F_max = 5.5 eV/Å
Net charge = +1
Spin multiplicity = 1
Energy relative to the best compared isomer or geometry (same formula, charge and spin) = 430.4 kJ/mol
SMILES = C=C[C@H]1NC[NH2+]N1

=====

# 5
Below is a gas-phase ion, C4H10N3 (charge +1), with properties calculated with the ωB97M-V functional and the def2-TZVPD basis.

```
17
Properties=species:S:1:pos:R:3:forces:R:3
C -1.323 -1.448 0.068 1.231 1.436 2.081
C -1.882 -0.264 -0.537 3.916 -0.616 -3.210
C 0.099 0.745 -0.358 -3.561 -3.884 -0.252
C 2.081 -0.746 -0.253 -1.756 0.127 1.389
N -0.118 -1.459 0.509 0.556 -1.238 0.013
N 0.699 -0.380 0.250 0.758 1.717 -0.867
N -0.182 1.684 0.680 2.763 1.421 3.151
H -1.956 -2.263 0.356 -0.089 -0.702 -0.264
H -2.113 -0.619 -1.583 -0.478 1.476 0.849
H -2.429 0.456 -0.040 -1.432 1.166 0.795
H 0.549 1.212 -1.180 0.687 0.394 -1.221
H 1.871 -1.157 -1.196 0.705 -0.899 -1.321
H 2.892 -0.031 -0.224 -0.638 1.135 -0.288
H 2.408 -1.400 0.501 0.409 -1.725 0.381
H -0.858 2.406 0.539 -0.440 0.935 -0.749
H 0.824 2.135 1.002 -3.209 -1.068 -0.504
H -0.562 1.129 1.466 0.579 0.327 0.018
```
Positions in Å, forces in eV/Å.

Calculated values
Kohn-Sham gap = 9.35 eV
LUMO level = -0.14032 Eh
F_max = 5.3 eV/Å
Net charge = +1
Spin multiplicity = 1
Energy relative to the best compared isomer or geometry (same formula, charge and spin) = 519.0 kJ/mol

=====

# 6
Below is a gas-phase ion, C4H10N3 (charge +1), with properties calculated with the ωB97M-V functional and the def2-TZVPD basis.

```
17
Properties=species:S:1:pos:R:3:forces:R:3
C 1.216 -0.894 0.593 5.923 -2.468 0.661
C 2.149 -0.734 -0.546 0.497 1.263 0.865
C -1.690 0.106 -0.346 -6.107 0.503 -2.853
C -0.235 1.824 0.391 -0.710 3.277 0.227
N 0.101 -0.437 0.876 -6.402 3.585 -2.330
N -0.554 0.491 0.075 5.098 -2.126 4.642
N -2.128 -1.135 -0.299 4.008 -0.141 1.627
H 1.603 -1.489 1.365 0.653 -0.883 1.229
H 3.209 -0.592 -0.170 -1.311 0.012 -0.569
H 1.785 0.078 -1.150 0.329 0.439 -0.563
H -2.362 0.881 -0.802 0.747 -0.801 0.573
H -0.567 2.385 -0.477 -0.002 0.503 -0.233
H -0.960 2.210 1.242 2.045 -0.753 -1.239
H 0.879 2.027 0.450 -1.542 -0.591 0.543
H -3.059 -1.361 -0.382 -2.273 -0.605 -0.511
H -1.467 -1.730 0.258 -1.314 0.185 -0.778
H 2.080 -1.630 -1.079 0.360 -1.400 -1.290
```
Positions in Å, forces in eV/Å.

Calculated values
Kohn-Sham gap (spin up / spin down) = 5.22 / 8.05 eV
LUMO level (spin up / spin down) = -0.15017 / -0.27848 Eh
F_max = 7.7 eV/Å
Net charge = +1
⟨S²⟩ = 2.01
Spin multiplicity = 3
Energy relative to the best compared isomer or geometry (same formula, charge and spin) = 284.8 kJ/mol

=====

# 7
Below is a molecular structure, C4H10N3O, with properties calculated with the ωB97M-V functional and the def2-TZVPD basis.

```
18
Properties=species:S:1:pos:R:3:forces:R:3
C 0.798 -1.617 -1.017 2.248 -0.330 1.466
C 0.187 1.822 0.000 0.462 -0.097 -0.940
C -1.620 0.869 0.040 -1.529 -1.621 -0.609
C -0.385 0.953 0.799 0.109 0.027 3.681
N 1.273 -1.361 0.147 -0.121 -0.044 0.697
N 0.078 0.117 1.837 -0.563 -0.319 -1.136
N -0.815 1.620 -0.949 -0.343 0.846 -3.076
O 1.356 -2.435 -1.829 0.491 -1.712 -1.075
H 1.075 2.419 -0.117 0.141 -0.055 0.126
H 0.019 -1.057 -1.368 -2.377 1.472 -0.658
H -2.021 -0.218 -0.124 0.773 1.860 -0.547
H -2.472 1.447 0.419 0.343 -0.028 0.013
H 0.705 -0.673 0.885 0.756 -0.966 -0.124
H 2.055 -1.837 0.631 -0.505 -0.041 -1.209
H 0.622 0.586 2.476 2.012 1.444 1.555
H -0.621 -0.282 2.401 -1.485 -0.753 0.461
H -1.066 2.355 -1.613 -0.735 -0.283 0.713
H 0.832 -2.708 -2.617 0.323 0.598 0.661
```
Positions in Å, forces in eV/Å.

Calculated values
Kohn-Sham gap = 8.59 eV
LUMO level = -0.11155 Eh
F_max = 3.7 eV/Å
Net charge = +1
Spin multiplicity = 1
Energy relative to the best compared isomer or geometry (same formula, charge and spin) = 261.4 kJ/mol

=====

# 8
Below is a molecular structure, C4H10N3O, with properties calculated with the ωB97M-V functional and the def2-TZVPD basis.

```
18
Properties=species:S:1:pos:R:3:forces:R:3
C -1.759 -0.333 0.010 -1.964 1.786 1.136
C 2.561 0.588 -0.641 0.180 0.144 -4.458
C 1.565 0.681 0.434 0.454 -0.125 2.029
C 0.608 -0.490 0.748 1.587 0.720 -3.691
N -3.287 0.659 0.570 1.203 -0.638 0.045
N -2.175 -1.171 -0.896 -1.963 1.051 -0.788
N -0.705 0.097 0.677 -1.820 -2.930 -1.907
O -4.254 0.199 0.186 0.483 -0.087 -0.346
H 2.197 0.916 -1.703 0.375 -0.519 1.828
H 3.464 1.178 -0.479 -0.252 0.088 0.240
H 2.911 -0.428 -0.810 0.033 -0.221 0.230
H 0.866 1.484 0.398 0.221 1.304 -0.516
H 2.258 0.900 1.241 -0.690 -0.155 1.060
H 0.751 -1.261 -0.019 -0.337 -0.001 0.254
H 0.742 -0.889 1.678 0.380 -1.131 2.419
H -3.175 -1.022 -1.309 1.760 0.061 1.665
H -1.730 -1.730 -1.582 1.498 -0.668 -0.107
H -0.839 0.619 1.498 -1.146 1.322 0.908
```
Positions in Å, forces in eV/Å.

Calculated values
Kohn-Sham gap = 8.97 eV
LUMO level = -0.19556 Eh
F_max = 4.5 eV/Å
Net charge = +1
Spin multiplicity = 1
Energy relative to the best compared isomer or geometry (same formula, charge and spin) = 399.9 kJ/mol

=====

# 9
Below is a molecular structure, C4H10N3O, with properties calculated with the ωB97M-V functional and the def2-TZVPD basis.

```
18
Properties=species:S:1:pos:R:3:forces:R:3
C 0.319 0.175 1.766 -2.887 4.078 -5.101
C 0.803 -0.498 -2.008 -0.149 1.098 -4.422
C -0.541 -0.963 -1.558 0.732 -0.024 1.646
C -0.937 -0.055 -0.404 1.085 2.245 -0.536
N 0.863 0.008 2.849 0.056 0.160 2.452
N -0.272 1.951 1.360 0.995 -5.105 0.075
N -0.192 -0.500 0.777 -0.170 -3.300 0.633
O 1.631 0.249 3.696 0.761 -0.268 0.223
H 0.867 0.646 -1.972 -0.516 -1.423 -0.781
H 1.668 -0.707 -1.511 2.091 -1.457 1.943
H 0.987 -0.916 -3.108 -0.211 1.286 2.215
H -0.665 -2.027 -1.273 0.577 0.310 0.137
H -1.153 -0.922 -2.403 -1.525 0.697 -0.988
H -0.586 1.048 -0.501 -1.186 -2.148 -0.551
H -1.964 -0.128 -0.167 -1.296 0.174 0.266
H 0.581 2.336 1.659 0.767 1.716 1.360
H -1.071 1.834 1.963 -0.053 1.122 0.909
H -0.339 -1.528 0.834 0.928 0.840 0.521
```
Positions in Å, forces in eV/Å.

Calculated values
Kohn-Sham gap (spin up / spin down) = 6.51 / 6.51 eV
LUMO level (spin up / spin down) = -0.28724 / -0.28721 Eh
F_max = 7.1 eV/Å
Net charge = +1
Spin multiplicity = 1
Energy relative to the best compared isomer or geometry (same formula, charge and spin) = 742.6 kJ/mol

=====

# 10
Below is a molecular structure, C4H10N3O, with properties calculated with the ωB97M-V functional and the def2-TZVPD basis.

```
18
Properties=species:S:1:pos:R:3:forces:R:3
C -1.414 -0.872 -0.588 0.626 -2.661 -1.764
C -1.925 0.342 -0.460 -3.783 0.989 0.527
C -0.003 -0.689 -0.509 -0.001 -0.920 -1.182
C 1.446 1.355 -0.365 -0.855 0.676 2.804
N 0.229 0.562 -0.226 -0.434 3.211 -1.380
N 0.964 -1.660 -0.717 1.216 1.545 1.260
N -1.014 1.249 -0.074 2.226 -5.189 -0.082
O 0.015 -0.717 1.578 5.512 -4.043 7.281
H -1.918 -1.825 -0.919 0.631 1.432 0.660
H -3.020 0.544 -0.529 1.227 0.308 0.149
H 1.296 2.381 0.002 -0.439 -0.379 0.070
H 2.282 1.025 0.238 0.063 -0.667 -0.029
H 1.651 1.459 -1.354 1.024 -0.007 -2.894
H 0.670 -2.381 -0.057 0.548 -0.436 -0.472
H 1.935 -1.294 -0.422 -2.009 -0.975 -0.684
H -0.967 2.173 -0.204 -0.202 4.237 -0.712
H 0.562 -1.181 2.664 -2.570 2.057 -4.860
H -0.789 -0.469 1.942 -2.782 0.823 1.308
```
Positions in Å, forces in eV/Å.

Calculated values
Kohn-Sham gap = 10.46 eV
LUMO level = -0.12201 Eh
F_max = 10.0 eV/Å
Net charge = +1
Spin multiplicity = 1
Energy relative to the best compared isomer or geometry (same formula, charge and spin) = 327.6 kJ/mol